Record 1
Molecular formula: C15H25EuN4O3S
Method: DFT, ωB97M-V/def2-TZVPD

CARTESIAN COORDINATES (ANGSTROEM)
Eu 0.3003 0.5124 1.2930
C -0.9868 3.0365 1.8494
C -0.6053 2.9186 3.1809
C -1.1858 1.9298 4.0019
C -2.0828 1.0152 3.4827
C -2.5493 1.1323 2.1768
C -1.9454 2.1000 1.3630
H -0.6313 3.8245 1.1934
H -0.0003 3.7693 3.5765
H -0.9964 1.9621 5.0959
H -2.4808 0.2616 4.1761
H -3.4585 0.6445 1.8438
H -2.2917 2.2650 0.3749
C 1.5751 3.7475 -2.4582
N 1.2463 2.3717 -2.8200
C 1.4984 2.0100 -4.2060
C 0.9552 1.4776 -1.8797
O 0.8601 1.8171 -0.6352
C 0.7134 0.0525 -2.3258
O 0.5408 -0.6969 -1.0823
C 0.3072 -2.0696 -1.2800
C -0.7958 -2.4423 -0.3100
O -1.3176 -1.5136 0.3845
N -1.2278 -3.6951 -0.3446
C -2.4285 -3.9491 0.4771
C -0.5574 -4.8325 -0.9222
H 2.5333 4.1138 -2.8910
H 1.6687 3.8250 -1.3914
H 0.7369 4.4175 -2.7976
H 1.9533 2.8703 -4.6664
H 0.5470 1.7419 -4.6721
H 2.1690 1.1832 -4.3021
H 1.5669 -0.3647 -2.8599
H -0.1572 0.0021 -2.9763
H 1.1689 -2.6972 -1.0454
H 0.0221 -2.2821 -2.3411
H -2.9316 -2.9902 0.7237
H -2.1572 -4.4327 1.4277
H -3.2050 -4.5289 -0.0645
H -1.0402 -5.0703 -1.8749
H -0.6366 -5.7385 -0.2989
H 0.4905 -4.6442 -1.0546
S 0.3353 -4.0065 2.8266
C 0.9013 -2.4881 2.8117
N 1.1378 -1.3137 2.8681
N 2.8556 1.0750 1.5935
H 3.4944 0.3575 1.9589
H 2.9338 1.9216 2.1650
H 3.1577 1.4001 0.6552

Computed properties:
**Expectation value of S²**: 12.311
**Net charge**: +2
**Highest occupied orbital energy (alpha / beta)**: -13.347 / -14.179 eV
**Multiplicity**: 7
**Orbital gap (alpha / beta)**: 0.154 / 0.309 hartree
**Relative energy (zero: lowest compared OMol25 entry of this formula, charge and spin)**: 5.85 kcal/mol



Record 2
Molecular formula: C25H33F3FeN5P2SSe
Method: DFT, ωB97M-V/def2-TZVPD

CARTESIAN COORDINATES (ANGSTROEM)
Fe 0.1956 -0.6168 -0.1844
C 1.4358 2.5377 0.7218
P 0.0812 1.3397 0.9592
C -1.3152 2.3301 0.2440
N -1.4263 3.6027 0.5192
C -2.5006 4.2671 0.0184
C -2.6511 5.6512 0.2761
C -3.7453 6.3146 -0.1950
C -4.7369 5.6301 -0.9406
C -4.6095 4.2982 -1.2032
C -3.4775 3.5909 -0.7299
N -3.3444 2.2695 -1.0193
C -2.2755 1.6563 -0.5873
P -1.9877 -0.1431 -0.9521
C -3.4393 -0.8084 -0.0539
C -2.5293 -0.3907 -2.7402
C -3.8475 0.2570 -3.1748
C -1.4212 0.1126 -3.6669
C -2.6823 -1.9097 -2.9048
C -0.2650 1.4337 2.7938
C -1.6635 0.8755 3.0687
C -0.1676 2.8595 3.3392
C 0.7846 0.5574 3.4849
H 1.0924 3.5453 0.9508
H 1.7632 2.4804 -0.3149
H 2.2773 2.2650 1.3550
H -1.8808 6.1511 0.8489
H -3.8600 7.3730 0.0010
H -5.5992 6.1723 -1.3070
H -5.3483 3.7537 -1.7769
H -4.3636 -0.4080 -0.4707
H -3.3607 -0.5241 0.9934
H -3.4345 -1.8965 -0.0918
H -3.7527 1.3327 -3.2925
H -4.6683 0.0672 -2.4833
H -4.1195 -0.1725 -4.1450
H -1.2270 1.1785 -3.5282
H -1.7275 -0.0421 -4.7061
H -0.4815 -0.4070 -3.4978
H -3.5780 -2.2787 -2.4017
H -1.8262 -2.4621 -2.5183
H -2.7778 -2.1405 -3.9698
H -2.4420 1.5035 2.6271
H -1.8331 0.8462 4.1489
H -1.7711 -0.1406 2.6860
H -0.7885 3.5607 2.7824
H 0.8612 3.2211 3.3211
H -0.5014 2.8555 4.3817
H 0.7067 -0.4845 3.1811
H 0.6426 0.6212 4.5688
H 1.7995 0.8891 3.2560
C 1.2289 -2.6074 -3.0575
C 0.4329 -3.2880 -1.9889
C 0.0152 -4.6088 -2.1158
C -0.7614 -5.1260 -1.0929
N -1.0839 -4.4553 0.0038
C -0.6064 -3.2026 0.0903
S -0.8559 -2.1909 1.4452
N 0.0979 -2.5985 -0.9020
H 1.9499 -3.3026 -3.4879
H 1.7442 -1.7408 -2.6571
H 0.5663 -2.2772 -3.8622
H 0.2762 -5.1951 -2.9853
H -1.1516 -6.1383 -1.1598
Se 2.3132 2.0055 -3.7543
C 1.5421 1.0016 -2.4815
N 0.9949 0.3495 -1.6925
F 2.7449 -1.8133 -0.4192
C 2.0443 -0.9855 0.4472
F 2.8965 0.1035 0.5592
F 2.2122 -1.6145 1.6630

Computed properties:
**Net charge**: -1
**Highest occupied orbital energy**: -4.621 eV
**Multiplicity**: 1
**Orbital gap**: 0.226 hartree
**Relative energy (zero: lowest compared OMol25 entry of this formula, charge and spin)**: 0.91 kcal/mol



Record 3
Molecular formula: C4H9NO2
Method: DFT, ωB97M-V/def2-TZVPD

CARTESIAN COORDINATES (ANGSTROEM)
C -1.1952 1.2084 -0.1645
C -1.4911 0.1228 0.8318
C -1.7020 -1.2683 0.4278
O -0.4838 -0.8706 1.0535
H -0.5058 1.9454 0.2555
H -2.1260 1.7123 -0.4502
H -0.7179 0.7949 -1.0564
H -1.9615 0.4465 1.7608
H -2.3225 -1.9279 1.0314
H -1.6183 -1.5289 -0.6273
H 2.6731 1.5604 -1.1100
N 2.0509 0.8933 -0.6618
C 2.6113 -0.2430 -0.5887
O 2.0307 -1.3088 -0.0462
H 3.6144 -0.4911 -0.9516
H 1.1437 -1.0456 0.2959

Computed properties:
**Net charge**: 0
**Highest occupied orbital energy**: -10.028 eV
**Multiplicity**: 1
**Orbital gap**: 0.409 hartree
**Relative energy (zero: lowest compared OMol25 entry of this formula, charge and spin)**: 53.63 kcal/mol